No. 1
Below is C8H10N2O4S2 as an isolated structure, with properties calculated with wB97M-V/def2-TZVPD.

Last column: Löwdin charge in e.
Geometry (Å):
C1 3.69536 1.28469 -0.31502  -0.1636
C2 4.69705 2.18186 -0.33127  -0.3361
C3 2.61616 3.21805 0.40921  -0.3855
C4 2.51670 1.88217 0.07317  -0.5112
C5 -2.45296 -0.00236 0.23936  -0.4914
C6 -3.34796 -1.23042 0.20984  0.0151
C7 -0.66511 -1.37546 -0.92828  -0.0172
C8 -0.29002 0.89384 -0.16750  -0.2949
N1 0.55111 0.83659 -1.34103  -0.0009
N2 -1.11694 -0.20891 -0.08508  -0.0690
O1 -2.82655 1.07554 0.58069  0.0952
O2 1.39604 1.84001 -1.39827  -0.0897
O3 1.78945 -0.63734 0.86049  -0.2837
O4 1.01070 1.25117 2.23731  -0.2921
S1 4.18174 3.81143 0.10588  1.0354
S2 1.32807 0.73686 0.93720  0.8032
H1 3.81124 0.24441 -0.51655  0.1239
H2 5.65357 1.92024 -0.59043  0.0444
H3 1.69215 3.86008 0.68515  0.1370
H4 -3.82953 -1.30883 -0.79897  0.1074
H5 -4.17832 -0.99272 0.82264  0.0696
H6 -2.79779 -2.14225 0.46187  0.0819
H7 -0.70371 -2.15820 -0.18927  0.0806
H8 -1.34496 -1.57211 -1.81561  0.1220
H9 0.33966 -1.21374 -1.21665  0.0490
H10 -0.72534 1.88978 0.11416  0.1706

Cartesian forces (eV/Å) of the 2 atoms listed first:
C 1.3 0.2 -0.1
C -1.3 1.3 0.3

Computed properties:
HOMO energy: -0.317 Eh
gap between HOMO and LUMO: 7.08 eV
ΔE to the lowest compared entry with this formula, charge and spin: 14.60 kcal per mole



No. 2
Below is C8H10N2OOs as an isolated structure, with properties calculated with wB97M-V/def2-TZVPD.

Last column: Löwdin charge in e.
Geometry (Å):
C1 -0.84203 0.99271 -1.69350  -0.2364
C2 0.54734 0.80865 -1.96027  -0.2417
C3 1.28690 1.59816 -1.03733  -0.1850
C4 0.35955 2.27719 -0.19384  -0.2240
C5 -0.95911 1.90665 -0.59601  -0.2441
Os1 -0.08121 0.04598 0.15141  1.3976
N1 -1.47732 -0.67240 0.77200  -0.2874
C6 -0.02886 -2.46496 0.13679  -0.1251
C7 0.96913 -1.90325 -0.66096  -0.1936
H1 2.37960 1.68400 -0.99340  0.1155
H2 0.96840 0.19490 -2.76569  0.1095
H3 0.60879 3.00246 0.59222  0.1186
H4 -1.89641 2.31145 -0.19616  0.1217
H5 -1.67627 0.56362 -2.26247  0.1185
H6 0.87490 -1.94090 -1.75499  0.0623
H7 -0.93167 -2.88572 -0.31527  0.0708
H8 -2.34852 -1.07188 1.16159  0.0509
H9 1.97874 -1.76668 -0.25558  0.0684
H10 0.16533 -2.71648 1.18053  0.0707
O1 -0.00201 -0.00082 4.74269  0.0340
C8 0.00428 0.00122 3.55788  -0.5672
N2 0.10045 0.03608 2.39036  -0.0340

Cartesian forces (eV/Å) of the 2 atoms listed first:
C 0.0 -0.3 -0.9
C 0.1 0.6 -1.5

Computed properties:
HOMO energy (alpha / beta): -0.215 / -0.306 Eh
gap between HOMO and LUMO (alpha / beta): 6.26 / 7.41 eV
spin multiplicity: 5
ΔE to the lowest compared entry with this formula, charge and spin: 0.00 kcal per mole
<S²>: 6.026



No. 3
Below is an isolated ion of composition C8H10N3O and charge +1, with properties calculated with wB97M-V/def2-TZVPD.

Last column: Löwdin charge in e.
Geometry (Å):
C1 2.26056 -0.31644 -2.91591  -0.0430
C2 1.04661 -0.06379 -2.32468  0.0317
C3 3.19121 -1.08349 -2.20554  -0.1106
C4 1.89862 -1.07600 -0.35539  -0.0738
C5 0.83242 -0.46954 -0.95548  -0.2800
C6 -1.38014 0.46825 2.16543  0.0287
C7 -2.40984 0.06812 -0.06906  -0.1611
C8 -1.17989 1.00442 3.43897  -0.0513
N1 3.08606 -1.27835 -0.90675  0.0851
N2 -0.30768 -0.39641 -0.33336  0.0873
N3 -2.37238 0.61183 1.36421  0.0986
O1 -1.32708 0.29778 -0.81844  -0.0555
H1 2.37717 -0.07361 -3.93022  0.0978
H2 0.23544 0.54902 -2.84568  0.1454
H3 4.16373 -1.38593 -2.72943  0.1461
H4 1.95240 -1.38994 0.68980  0.1294
H5 -2.52122 -1.04408 0.10347  0.1601
H6 -3.33277 0.73216 -0.45188  0.1956
H7 -2.09130 1.19927 4.08190  0.1313
H8 -0.58349 2.00607 3.35729  0.1590
H9 -0.40983 0.41541 3.97095  0.1071
H10 -3.12859 1.22526 1.66979  0.1720

Cartesian forces (eV/Å) of the 2 atoms listed first:
C -1.5 -0.9 0.8
C -1.0 1.6 -0.1

Computed properties:
HOMO energy (alpha / beta): -0.425 / -0.480 Eh
charge: +1
gap between HOMO and LUMO (alpha / beta): 5.59 / 8.19 eV
ΔE to the lowest compared entry with this formula, charge and spin: 150.84 kcal per mole



No. 4
Below is a 2-piece molecular cluster, C8H10N3OS overall, with properties calculated with wB97M-V/def2-TZVPD.

Last column: Löwdin charge in e.
Geometry (Å):
C1 -2.98127 1.58340 1.23852  -0.0565
C2 -2.12494 1.83946 0.15769  -0.0378
C3 -3.49199 0.34953 1.45068  -0.0456
C4 -1.62572 0.78414 -0.57745  -0.0807
C5 -2.84977 -0.75107 0.81580  -0.0778
C6 -1.84841 -0.49762 -0.07875  -0.4989
C7 4.59800 0.38481 0.03596  -0.3285
C8 3.26782 -0.38462 -1.69171  -0.2275
N1 0.67101 -1.48005 -0.24692  -0.1824
N2 3.89878 0.65533 -1.13426  0.1180
N3 2.63431 -1.30102 -2.03803  0.1669
O1 4.94584 1.18296 0.81230  0.1437
S1 -0.95066 -1.84601 -0.74163  1.1839
H1 -3.48387 2.37021 1.78779  0.1228
H2 -1.65014 2.83880 0.02900  0.1371
H3 -4.43302 0.07759 1.88455  0.1203
H4 -0.95135 0.94115 -1.39788  0.1119
H5 -3.14208 -1.70668 1.17916  0.1036
H6 4.85830 -0.65469 0.05852  0.1362
H7 3.65621 1.59759 -1.32451  0.1562
H8 1.01527 -1.94911 0.56408  0.0643
H9 1.30597 -1.25964 -0.97396  -0.0735
H10 -1.31829 -2.77448 0.19105  0.0443

Cartesian forces (eV/Å) of the 2 atoms listed first:
C -1.2 1.5 -0.5
C 1.3 0.6 0.7

Computed properties:
HOMO energy: -0.494 Eh
charge: +1
gap between HOMO and LUMO: 9.67 eV
ΔE to the lowest compared entry with this formula, charge and spin: 51.65 kcal per mole



No. 5
Below is one molecule with the formula C8H10N4, with properties calculated with wB97M-V/def2-TZVPD.

Last column: Löwdin charge in e.
Geometry (Å):
C1 -1.20981 1.21448 -1.64534  0.0280
C2 -1.62552 0.64091 0.65657  -0.0689
C3 -2.61031 1.47255 -1.72438  -0.1554
C4 -2.98313 0.84416 0.41795  -0.1710
C5 -0.75426 0.66040 -0.39190  -0.2855
C6 2.68137 -0.51803 -0.47523  -0.0845
C7 1.54354 0.00681 -0.97650  -0.2145
C8 2.69208 -0.98086 1.02090  -0.1821
N1 -3.46646 1.24079 -0.75343  0.0206
N2 0.48746 0.12776 -0.20654  0.0445
N3 1.38348 -0.79387 1.61701  0.0181
N4 0.59964 -1.85287 1.79597  0.0760
H1 -0.74518 1.38745 -2.52172  0.0522
H2 -1.18479 0.46916 1.65003  0.0994
H3 -2.99367 1.90311 -2.56337  0.0685
H4 -3.72211 0.68640 1.32021  0.1324
H5 3.62968 -0.66697 -0.92890  0.0691
H6 1.62089 0.42138 -1.97041  0.1180
H7 2.98669 -2.05281 1.13714  0.1280
H8 3.30137 -0.30470 1.47874  0.0731
H9 -0.30024 -1.55958 2.16614  0.1034
H10 0.66929 -2.34567 0.89707  0.1305

Cartesian forces (eV/Å) of the 2 atoms listed first:
C -4.0 -0.8 3.5
C -1.3 -0.1 1.4

Computed properties:
HOMO energy (alpha / beta): -0.263 / -0.263 Eh
gap between HOMO and LUMO (alpha / beta): 6.19 / 6.21 eV
ΔE to the lowest compared entry with this formula, charge and spin: 122.69 kcal per mole



No. 6
Below is one molecule with the formula C8H10N4O, with properties calculated with wB97M-V/def2-TZVPD.

Last column: Löwdin charge in e.
Geometry (Å):
C1 1.67018 0.29154 -2.85673  -0.0415
C2 0.89499 0.17592 -1.69888  -0.0491
C3 2.56202 -0.78696 -3.13311  -0.1599
C4 1.26503 -3.48525 0.47360  -0.3260
C5 1.68552 -2.02716 -1.40620  -0.2863
C6 0.08016 -1.12617 0.08998  -0.1343
C7 -2.03124 -0.27390 1.14619  -0.0943
C8 0.07911 0.96843 1.47111  -0.0598
N1 2.47420 -1.92950 -2.44975  0.1146
N2 1.69842 -3.14910 -0.60808  0.2127
N3 0.85427 -0.96092 -0.94768  -0.0120
N4 -0.72137 -0.01293 0.60792  -0.2483
O1 1.04103 -4.19312 1.38136  0.1665
H1 1.89093 1.22832 -3.26085  0.0781
H2 0.11706 0.94478 -1.29446  0.1516
H3 3.13159 -0.84308 -4.09038  0.1074
H4 -0.23832 -2.12029 0.30732  0.1002
H5 -2.45986 -1.17202 0.68144  0.0906
H6 -1.84681 -0.54510 2.24950  0.1091
H7 -2.72479 0.44004 0.99844  0.0373
H8 -0.21544 2.09177 1.51079  0.1040
H9 -0.05521 0.56101 2.45933  0.0552
H10 1.11358 0.96941 1.02146  0.0843

Cartesian forces (eV/Å) of the 2 atoms listed first:
C 1.4 -2.4 2.6
C -1.3 2.6 -0.4

Computed properties:
HOMO energy (alpha / beta): -0.246 / -0.246 Eh
gap between HOMO and LUMO (alpha / beta): 7.16 / 7.16 eV
ΔE to the lowest compared entry with this formula, charge and spin: 76.88 kcal per mole



No. 7
Below is one molecule with the formula C8H10NO3P, with properties calculated with wB97M-V/def2-TZVPD.

Last column: Löwdin charge in e.
Geometry (Å):
C1 3.56836 0.07761 -0.24111  -0.1391
C2 2.90910 -1.01265 -0.56034  -0.0912
C3 2.94687 1.23910 0.01848  -0.0849
C4 1.53544 -1.03632 -0.36698  -0.0374
C5 1.60639 1.32522 -0.13669  -0.0381
C6 0.90698 0.16619 -0.23122  -0.2094
C7 -2.36296 -1.12043 0.68073  0.0060
C8 -0.55330 0.28993 -0.06624  -0.1575
N1 -1.13294 -0.86257 0.49289  0.0145
O1 -4.92577 -0.24105 0.12682  -0.3029
O2 -3.02566 1.34304 0.68416  -0.2155
O3 -3.03127 -0.21026 -1.69181  -0.3417
P1 -3.55140 0.01890 -0.24652  0.3166
H1 4.65481 0.09030 -0.30467  0.1201
H2 3.51860 -1.94132 -0.88121  0.1490
H3 3.57127 2.10197 0.26660  0.1231
H4 1.16074 -2.01121 -0.37903  0.0969
H5 1.15722 2.33250 -0.09431  0.1416
H6 -2.73325 -1.99974 1.23874  0.1304
H7 -0.79750 1.18314 0.53413  0.1401
H8 -1.16423 0.42362 -0.89573  0.0868
H9 -0.36412 -1.57125 0.86532  0.2056
H10 -3.89337 1.41527 1.18800  0.0871

Cartesian forces (eV/Å) of the 2 atoms listed first:
C 3.9 1.0 -0.3
C 0.1 -4.4 -0.6

Computed properties:
HOMO energy: -0.356 Eh
gap between HOMO and LUMO: 9.25 eV
ΔE to the lowest compared entry with this formula, charge and spin: 0.00 kcal per mole



No. 8
Below is an isolated ion of composition C8H10NS and charge +1, with properties calculated with wB97M-V/def2-TZVPD.

Last column: Löwdin charge in e.
Geometry (Å):
C1 -1.16942 1.78626 0.04151  -0.0451
C2 -0.04117 1.90732 -0.65233  -0.0050
C3 0.96840 -0.14745 -1.77646  -0.0863
C4 1.36205 -1.36810 -1.43930  -0.3912
C5 -1.55681 0.59046 0.83498  0.0004
C6 1.06063 0.84548 -0.60385  -0.2748
C7 0.97141 -0.03915 0.61928  -0.3375
C8 -0.89730 -1.62013 1.51349  -0.0424
N1 -0.68038 -0.32510 0.89934  -0.0800
S1 1.67397 -1.61695 0.21043  1.0376
H1 -1.93837 2.62265 -0.13470  0.1438
H2 0.05113 2.70335 -1.45054  0.1549
H3 0.83142 0.22199 -2.71316  0.0897
H4 1.53214 -2.22827 -2.17273  0.1281
H5 -2.61402 0.63635 1.21141  0.1746
H6 1.90144 1.43591 -0.70007  0.1311
H7 1.19055 0.35101 1.57846  0.1234
H8 -0.34324 -1.72184 2.47689  0.1278
H9 -0.36451 -2.29116 0.74083  0.0666
H10 -1.93793 -1.74264 1.51654  0.0843

Cartesian forces (eV/Å) of the 2 atoms listed first:
C -2.0 1.8 -0.3
C 0.1 -0.6 -1.0

Computed properties:
HOMO energy: -0.467 Eh
charge: +1
SMILES: C[N+]1=CC=C[C@@H]2C=CS[C@@H]21
gap between HOMO and LUMO: 8.10 eV
ΔE to the lowest compared entry with this formula, charge and spin: 40.79 kcal per mole



No. 9
Below is C8H10O as an isolated structure, with properties calculated with wB97M-V/def2-TZVPD.

Last column: Löwdin charge in e.
Geometry (Å):
C1 -1.02519 -2.15070 1.10191  0.0426
C2 -1.14016 -0.87785 0.73796  -0.1440
C3 -0.09878 0.09572 0.53699  -0.3891
C4 -0.35757 1.36197 -0.10548  -0.3327
C5 -0.87896 0.93507 -1.54779  0.0036
C6 0.61341 -0.00582 -1.74448  -0.0350
C7 1.14578 -0.19928 -0.27730  -0.2893
C8 2.33695 -0.49187 0.36529  0.0204
H1 -1.93541 -2.53024 1.27469  0.0098
H2 -0.04711 -2.60233 0.71189  0.1070
H3 -2.30893 -0.45916 0.68780  0.1810
H4 0.71667 1.94582 -0.06940  0.2000
H5 -1.02399 1.47982 -2.47246  0.0884
H6 -1.60557 0.25240 -1.21720  0.0484
H7 0.20720 -0.95293 -1.98506  0.0799
H8 1.17040 0.60753 -2.51188  0.1205
H9 2.35898 -0.42797 1.51103  0.0698
H10 3.60440 -0.16624 -0.16466  0.1582
O1 -0.58869 1.35622 1.22908  0.0605

Cartesian forces (eV/Å) of the 2 atoms listed first:
C 4.3 1.8 -2.9
C -4.1 0.9 0.3

Computed properties:
HOMO energy: -0.329 Eh
gap between HOMO and LUMO: 9.59 eV
ΔE to the lowest compared entry with this formula, charge and spin: 217.04 kcal per mole



No. 10
Below is one molecule with the formula C8H10O, with properties calculated with wB97M-V/def2-TZVPD.

Last column: Löwdin charge in e.
Geometry (Å):
C1 0.66889 -0.42641 -0.05218  -0.2358
C2 0.25372 0.84157 -0.03000  -0.0153
C3 -0.38783 -1.44198 0.09324  -0.3265
C4 -1.88617 0.26735 -0.08556  -0.1741
C5 -0.01664 -2.70697 0.08053  0.0855
C6 -2.83835 1.15695 -0.04427  0.0254
C7 2.16210 -0.88538 -0.16991  -0.0402
C8 0.51826 2.31460 0.09702  -0.0953
O1 -1.65603 -0.99773 -0.00568  0.0596
H1 -0.64685 -3.56338 -0.07978  0.0667
H2 1.01825 -3.00968 -0.05609  0.0587
H3 -3.83967 1.07164 0.16160  0.0255
H4 -2.47418 2.19473 0.02075  0.0469
H5 2.48035 -1.26509 -1.09699  0.0580
H6 2.23751 -1.53534 0.76766  0.1019
H7 2.86801 -0.05608 0.01670  0.0753
H8 -0.53547 2.72808 0.47483  0.0900
H9 0.75666 2.74903 -0.96063  0.1064
H10 1.31744 2.56408 0.86875  0.0873

Cartesian forces (eV/Å) of the 2 atoms listed first:
C 1.3 2.4 -0.3
C -3.7 -1.3 0.1

Computed properties:
HOMO energy: -0.302 Eh
gap between HOMO and LUMO: 9.12 eV
ΔE to the lowest compared entry with this formula, charge and spin: 126.08 kcal per mole



No. 11
Below is a 2-piece molecular cluster, C8H10O overall, with properties calculated with wB97M-V/def2-TZVPD.

Last column: Löwdin charge in e.
Geometry (Å):
C1 1.55268 1.41678 0.34331  -0.0512
C2 1.19469 0.21456 -0.48213  -0.4048
C3 0.84668 0.27420 -1.76423  0.0695
C4 1.28462 -1.01795 0.20834  -0.1031
C5 1.45770 -2.03034 0.83076  0.1278
H1 0.83755 1.53278 1.15286  0.0836
H2 1.55224 2.31705 -0.27180  0.0813
H3 2.53829 1.29047 0.79178  0.0859
H4 0.58469 -0.60797 -2.32021  0.0756
H5 0.80646 1.21236 -2.29688  0.0711
H6 1.66761 -2.91776 1.35874  0.0457
C6 -2.17962 1.09110 -0.04498  -0.1088
O1 -1.40009 -2.63956 0.99817  0.0551
C7 -1.64594 -1.40462 0.65102  -0.1914
C8 -1.84622 -0.26597 0.33597  -0.0951
H7 -0.44688 -2.79310 0.95253  0.0479
H8 -1.32294 1.56432 -0.52566  0.0544
H9 -3.01850 1.08869 -0.74947  0.0804
H10 -2.46301 1.67496 0.83188  0.0763

Cartesian forces (eV/Å) of the 2 atoms listed first:
C 0.1 0.1 -0.2
C 0.1 0.7 -0.4

Computed properties:
HOMO energy: -0.321 Eh
SMILES: C#CC(=C)C.CC#CO
gap between HOMO and LUMO: 9.48 eV
ΔE to the lowest compared entry with this formula, charge and spin: 109.62 kcal per mole